1.
ORCA calculation (the ωB97M-V functional and the def2-TZVPD basis) on a gas-phase ion, C9H12Cl2N3 (charge +1).

The geometry in XYZ format:
```
26
Properties=species:S:1:pos:R:3
C 0.119 -2.100 1.048
C 0.168 -0.805 0.457
C 1.113 -3.011 0.810
C 2.376 -1.595 -0.531
C -1.108 -2.248 1.881
C -1.048 -0.030 0.856
C -2.003 -1.088 1.424
C 1.055 0.881 -2.406
C 1.236 0.991 -0.897
N 2.180 -2.684 0.037
N 1.135 -0.381 -0.303
N 2.418 1.669 -0.550
Cl 1.121 -4.589 1.425
Cl 3.655 -1.158 -1.454
H -1.578 -3.222 1.750
H -0.843 -2.155 2.938
H -0.757 0.692 1.626
H -1.491 0.523 0.030
H -2.674 -1.431 0.636
H -2.609 -0.692 2.235
H 1.815 0.247 -2.851
H 0.075 0.477 -2.646
H 1.138 1.875 -2.835
H 0.394 1.544 -0.464
H 2.566 1.803 0.440
H 3.254 1.359 -1.021
```

The LUMO energy comes out at -4.72 eV. The net charge is +1. As for the multiplicity: 1. The calculated total energy is -1434.53649 Ha. As for the SMILES: C[C@H](N)[n+]1c(Cl)nc(Cl)c2c1CCC2.

2.
ORCA calculation (the ωB97M-V functional and the def2-TZVPD basis) on 2 unconnected molecules or ions with the total composition C3H7O3.

The geometry in XYZ format:
```
13
Properties=species:S:1:pos:R:3
O 0.777 0.275 -1.827
C 0.103 0.116 -0.805
O 0.478 0.146 0.400
C -1.400 -0.217 -1.047
C -2.116 -0.730 0.194
H -1.389 -0.975 -1.832
H -1.861 0.691 -1.427
H -2.011 0.010 1.000
H -1.596 -1.612 0.575
H -3.170 -0.955 0.069
H 1.558 0.366 1.568
H 1.738 -0.132 3.003
O 2.081 0.539 2.399
```

The LUMO energy comes out at 4.13 eV. The net charge is -1. As for the multiplicity: 1. The calculated total energy is -344.30642 Ha.

3.
ORCA calculation (the ωB97M-V functional and the def2-TZVPD basis) on 5 unconnected molecules or ions with the total composition C6H20BrO4.

The geometry in XYZ format:
```
31
Properties=species:S:1:pos:R:3
Br 2.475 -11.141 8.104
C 4.733 -9.040 6.070
C 4.954 -7.541 6.389
O 6.305 -7.409 6.817
H 3.840 -9.362 5.536
H 4.658 -9.608 6.998
H 5.514 -9.363 5.381
H 4.316 -7.268 7.230
H 4.656 -6.962 5.515
H 6.766 -7.018 6.071
C -1.639 -10.844 9.459
C -1.393 -11.817 8.332
O -0.836 -10.926 7.361
H -2.255 -10.011 9.120
H -0.706 -10.481 9.889
H -2.210 -11.298 10.269
H -2.313 -12.304 8.010
H -0.668 -12.567 8.649
H 0.094 -10.808 7.568
C 2.488 -6.505 9.019
C 1.439 -7.405 8.391
O 1.936 -8.015 7.241
H 2.740 -5.644 8.400
H 3.404 -6.940 9.418
H 2.093 -6.075 9.940
H 0.531 -6.848 8.159
H 1.048 -8.165 9.067
H 2.109 -8.942 7.421
O 2.380 -14.770 8.557
H 1.758 -14.834 7.832
H 2.664 -13.856 8.549
```

The LUMO energy comes out at 3.16 eV. The net charge is -1. As for the multiplicity: 1. The calculated total energy is -3115.64110 Ha.

4.
ORCA calculation (the ωB97M-V functional and the def2-TZVPD basis) on 2 unconnected molecules or ions with the total composition C5H8N4O.

The geometry in XYZ format:
```
18
Properties=species:S:1:pos:R:3
C -2.887 -1.478 0.731
C -3.058 -0.276 0.052
C -1.588 -1.814 1.086
C -0.877 0.060 0.131
C 2.487 -0.351 0.115
N -2.033 0.509 -0.256
N -0.564 -1.028 0.776
N 0.372 2.397 -0.273
N 0.769 1.105 -0.429
O 1.739 0.769 0.528
H -3.720 -2.121 0.965
H -4.035 0.069 -0.262
H -1.350 -2.725 1.620
H 2.762 -0.257 -0.939
H 1.917 -1.270 0.268
H 3.382 -0.350 0.738
H 0.765 2.995 -0.992
H 0.540 2.772 0.658
```

The LUMO energy comes out at 0.66 eV. The net charge is 0. As for the multiplicity: 1. The calculated total energy is -489.42473 Ha.

5.
ORCA calculation (the ωB97M-V functional and the def2-TZVPD basis) on 13 unconnected molecules or ions with the total composition C4H24BO20.

The geometry in XYZ format:
```
49
Properties=species:S:1:pos:R:3
O -2.879 2.110 1.604
C -1.764 1.630 1.274
O -1.543 0.504 0.645
B -0.087 0.414 0.413
O 0.573 1.496 1.162
C -0.384 2.263 1.681
O -0.237 3.332 2.281
O 0.367 0.571 -1.009
C 1.116 -0.428 -1.354
O 1.766 -0.570 -2.384
C 1.205 -1.430 -0.168
O 0.402 -0.930 0.788
O 1.783 -2.552 -0.176
O -0.447 -4.360 -1.238
H -0.665 -3.921 -0.416
H 0.291 -3.862 -1.588
O 1.828 4.265 0.630
H 2.185 3.680 1.298
H 1.162 4.776 1.089
O -2.155 -2.745 0.132
H -2.145 -1.869 -0.253
H -2.387 -2.601 1.050
O 4.517 -4.949 0.756
H 5.118 -4.424 1.285
H 3.911 -4.312 0.377
O 4.363 1.190 -2.461
H 4.410 1.995 -1.945
H 3.524 1.247 -2.918
O -4.267 3.015 3.716
H -3.734 2.955 2.923
H -3.709 3.470 4.347
O -2.318 -0.181 -2.013
H -2.252 0.499 -1.343
H -1.449 -0.209 -2.413
O -6.040 1.634 2.379
H -5.651 0.760 2.373
H -5.310 2.221 2.576
O -3.612 2.470 -1.533
H -3.028 3.228 -1.572
H -3.794 2.355 -0.601
O 1.394 -2.989 2.698
H 0.634 -3.480 2.386
H 1.510 -2.292 2.053
O 1.953 1.819 -3.668
H 1.859 1.061 -3.092
H 1.490 2.524 -3.214
O 4.415 -2.825 -2.172
H 4.569 -3.699 -2.532
H 3.513 -2.853 -1.853
```

The LUMO energy comes out at 1.36 eV. The net charge is -1. As for the multiplicity: 1. The calculated total energy is -1696.80407 Ha.

6.
ORCA calculation (the ωB97M-V functional and the def2-TZVPD basis) on a molecular structure, C22H28FN2O3Sm.

The geometry in XYZ format:
```
57
Properties=species:S:1:pos:R:3
Sm 0.185 -0.500 -2.096
N 2.124 -4.454 -0.957
C 1.566 -3.414 -1.586
O 1.479 -2.315 -1.010
C 1.054 -3.576 -2.988
C -0.186 -2.713 -3.192
H 2.482 -4.327 -0.025
H 2.190 -5.349 -1.407
H 0.951 -4.646 -3.221
H 1.878 -3.229 -3.625
H -1.073 -3.234 -2.809
H -0.367 -2.561 -4.262
C 1.501 0.004 3.810
C 0.847 -0.572 2.557
C 0.835 -2.100 2.600
C -0.558 -0.042 2.333
C -1.478 -0.103 3.373
C -2.791 0.299 3.194
C -3.192 0.759 1.953
C -2.301 0.843 0.885
C -2.861 1.292 -0.455
C -2.114 2.417 -1.174
C -3.118 0.079 -1.356
C -0.968 0.449 1.079
N -0.023 0.503 0.020
C 0.918 1.518 0.139
C 0.788 2.668 0.938
C 1.771 3.646 0.985
C 2.935 3.539 0.235
C 3.112 2.414 -0.561
C 2.125 1.464 -0.564
F 2.350 0.316 -1.320
H 2.544 -0.315 3.871
H 1.009 -0.337 4.724
H 1.482 1.095 3.808
H 1.456 -0.279 1.704
H 0.223 -2.459 3.431
H 1.848 -2.488 2.739
H 0.435 -2.520 1.675
H -1.162 -0.482 4.338
H -3.497 0.244 4.013
H -4.221 1.065 1.801
H -3.851 1.699 -0.225
H -1.156 2.087 -1.574
H -1.904 3.251 -0.504
H -2.711 2.779 -2.012
H -2.273 -0.623 -1.373
H -3.348 0.351 -2.385
H -3.927 -0.536 -0.955
H -0.112 2.780 1.530
H 1.617 4.511 1.619
H 3.693 4.308 0.269
H 3.994 2.262 -1.167
O -1.100 0.595 -3.813
C -0.058 1.153 -4.235
O 1.078 0.908 -3.719
H -0.117 1.876 -5.058
```

The LUMO energy (spin up / spin down) comes out at 0.37 / 0.40 eV. The net charge is 0. As for the multiplicity: 6. The calculated total energy is -1948.27682 Ha.